This record from the OMol25 dataset describes a structure of composition CF3HgOS at a distorted geometry. The level of theory is the ωB97M-V functional and the def2-TZVPD basis.

* ΔE to the lowest compared entry with this formula, charge and spin: 0.0 kJ/mol
* orbital gap: 9.175 eV
* net charge: +1
* spin multiplicity: 1
* HOMO level: -15.6 eV

The geometry in XYZ format:
```
7
Properties=species:S:1:pos:R:3:forces:R:3
Hg 1.89438 -0.78404 -0.35049 2.7632 0.7625 -2.4114
S -0.02305 1.61723 0.29137 0.4364 -1.1131 0.5565
O 1.31107 0.97959 -0.17711 -1.3705 6.0949 -0.3281
C -1.14835 0.40187 0.08416 -0.6212 1.7652 -0.9039
F -2.34450 0.54642 0.50757 0.1537 -0.1958 0.1767
F 1.31635 -2.25853 0.44732 -1.4959 -6.4212 2.5705
F -1.00590 -0.50254 -0.80283 0.1342 -0.8924 0.3397
```
Positions in Å, forces in eV/Å.